Molecular formula: C45H112N8O18
Method: DFT, ωB97M-V with the def2-TZVPD basis set

Values from the calculation:
calculated total energy	-3572.95465	Eh
charge	+4
gap between HOMO and LUMO	0.3641	Ha

```
183
Properties=species:S:1:pos:R:3:forces:R:3
C -1.3481 1.0927 1.0385 0.6 0.2 0.9
C -0.3676 -0.0511 0.9308 0.3 -0.9 -1.0
O 0.0457 -0.7558 1.8719 -0.9 0.8 -0.5
N 0.2161 -0.2462 -0.2825 -0.1 0.3 0.4
H -0.1374 0.0857 -1.1615 -0.3 0.8 0.2
H 3.2965 1.7747 -1.8349 -0.4 -3.0 0.0
C 1.1498 -1.3065 -0.3693 -0.3 -2.5 0.8
H -2.4276 1.0100 0.8784 0.2 -1.0 -0.2
H -1.0141 1.8241 0.2992 0.0 0.3 0.5
H -1.2092 1.3407 2.1044 -0.2 0.7 -0.4
H 0.6623 -2.1871 0.1154 -0.1 -0.2 -1.0
H 1.9441 -1.3129 0.3525 0.9 1.2 0.2
H 1.5527 -1.4989 -1.3592 -0.2 0.2 0.1
C -0.7823 -7.8580 -1.6288 -1.0 0.2 1.1
C -0.1873 -6.4669 -1.9729 -1.7 -0.6 0.5
C -0.6717 -6.0926 -3.3679 1.2 -1.1 -0.8
N -0.2625 -4.7141 -3.8352 -0.5 0.0 0.2
C -0.8146 -4.5211 -5.2285 -0.2 -1.9 0.2
C -0.4625 -3.2272 -5.7897 0.8 2.6 -0.4
C -0.9820 -2.0489 -4.9327 -1.2 0.2 -0.4
C -0.6127 -2.2522 -3.4964 0.4 0.3 1.5
C -0.9354 -3.6386 -2.9845 1.4 0.0 0.9
C 1.2329 -4.5803 -3.8715 0.3 -1.2 0.1
H -0.4454 -8.5486 -2.4019 0.0 -0.4 0.4
H -1.9068 -7.9148 -1.5365 1.1 0.4 -0.6
H -0.4780 -8.1480 -0.5908 0.2 0.0 -1.1
H 0.8655 -6.6095 -1.8032 0.6 0.5 -0.5
H -0.5742 -5.7220 -1.2603 0.3 -0.2 -0.1
H -1.7511 -6.1689 -3.4206 -0.3 0.3 0.1
H -0.3136 -6.8321 -4.1603 -0.1 1.0 1.0
H -1.8931 -4.5671 -5.0962 -0.2 -0.4 -0.2
H -0.4482 -5.3944 -5.8078 -0.4 0.6 0.1
H -0.8475 -3.0890 -6.7809 -0.4 -0.4 -0.6
H 0.6144 -3.1113 -5.9266 0.0 -0.1 0.1
H -2.1151 -1.9684 -4.9979 1.2 -0.4 0.0
H -0.6389 -1.0686 -5.2849 0.2 -0.4 -0.1
H -1.1498 -1.5850 -2.8192 -0.4 0.2 -0.2
H 0.4178 -2.0140 -3.2056 0.1 -0.1 -0.7
H -1.9993 -3.7703 -2.8827 -0.5 -0.7 -0.6
H -0.5554 -3.7556 -1.9636 0.2 0.1 -0.2
H 1.4936 -3.6204 -4.1942 0.2 1.5 -0.3
H 1.6769 -5.2665 -4.6148 -0.6 0.0 0.4
H 1.7321 -4.7407 -2.9150 -0.6 -0.1 0.1
C -3.9207 5.4736 5.7987 0.6 -0.5 -0.4
C -3.0393 4.8786 4.6595 0.7 -0.2 2.1
C -2.3619 5.9457 3.8919 1.5 1.5 -0.1
N -1.3707 5.5430 2.7816 -1.0 -0.1 -0.8
C -2.2250 5.0176 1.6037 1.5 -0.3 0.6
C -1.3869 4.7489 0.3633 -0.6 -0.3 -0.4
C -0.6648 5.9806 -0.1377 0.3 0.7 0.0
C 0.2145 6.5789 0.9589 -0.7 -0.6 1.4
C -0.6328 6.7752 2.2739 0.1 0.8 0.0
C -0.4239 4.5174 3.3530 -2.0 0.4 -0.2
H -4.8554 5.8513 5.4154 -0.4 -0.1 0.0
H -3.4220 6.3213 6.2542 0.2 0.0 0.3
H -4.0684 4.6911 6.5667 -0.2 0.6 -0.4
H -3.6184 4.3079 3.9995 -1.1 -1.1 -0.9
H -2.3364 4.1939 5.1648 -0.1 0.3 -0.4
H -1.7522 6.6054 4.4999 0.3 -0.2 0.7
H -3.0767 6.6617 3.5184 -0.4 0.0 -0.9
H -2.9169 5.7958 1.3977 -0.7 0.8 -0.1
H -2.7749 4.1601 1.9757 0.1 -0.2 0.0
H -2.1003 4.3889 -0.4270 0.8 0.0 0.7
H -0.6158 4.0025 0.5808 -0.4 -0.3 -0.2
H -1.3605 6.7925 -0.4157 0.0 -0.5 -0.2
H -0.0497 5.7108 -1.0112 -0.3 0.2 0.2
H 0.4857 7.5856 0.7026 0.4 0.5 -0.2
H 1.1432 6.0100 1.1374 -0.4 0.1 0.0
H -1.4131 7.5581 2.0988 0.4 -0.8 -0.1
H -0.0294 7.1993 3.1058 -0.2 -0.6 -0.4
H -0.0609 4.9315 4.2446 0.4 0.5 1.4
H 0.4036 4.3552 2.7411 1.1 -0.3 -1.4
H -0.9899 3.6221 3.5719 0.1 -0.3 0.0
C -6.1873 1.2915 -3.0773 -0.9 2.4 -3.7
C -5.6092 0.9511 -1.8007 -0.4 -2.1 0.6
C -4.8108 -0.3759 -1.7026 -1.0 0.5 -0.7
O -4.3813 -0.4084 -0.3793 0.9 -0.7 0.4
C -3.5869 -1.5545 -0.1795 1.4 1.1 0.5
N -4.8288 2.0867 -1.3828 0.1 0.7 0.3
H -4.6621 1.9434 -0.4254 0.8 -0.2 1.7
H -3.0890 2.5141 -2.3062 -2.3 -0.5 0.0
H -5.3967 2.9359 -1.3693 0.0 -0.2 -0.5
H -6.5356 0.5290 -3.7585 -0.1 -0.7 0.3
H -5.4889 1.9055 -3.7149 -0.2 -0.7 0.6
H -7.0472 2.0021 -2.9782 0.5 -0.7 0.2
H -6.4944 0.6538 -1.1777 0.7 0.8 0.3
H -3.9683 -0.6003 -2.3972 -0.3 0.7 0.1
H -5.5606 -1.1749 -1.8249 0.2 0.0 -0.4
H -4.0576 -2.4591 -0.4730 -0.9 -0.9 -0.3
H -3.4307 -1.5804 0.9053 0.5 -0.2 -0.3
H -2.6187 -1.4984 -0.7840 -0.9 0.1 0.9
C 1.5476 -2.6716 4.0990 0.9 -0.3 0.0
C 0.4789 -3.5112 3.4071 1.1 -1.6 0.5
C 0.3081 -4.9352 4.0736 0.0 0.3 -1.3
O -0.8472 -5.5824 3.5649 0.0 0.6 -0.7
C -1.3336 -6.5685 4.4641 1.8 0.3 0.9
N -0.8436 -2.8446 3.4500 -0.6 0.5 -0.3
H -1.5831 -3.5585 3.3914 0.2 0.1 0.3
H -1.0066 -2.1648 4.2617 0.2 -0.6 -1.0
H -0.9278 -2.2329 2.6155 0.2 0.1 0.5
H 2.5672 -3.0191 3.8739 -0.4 -0.6 0.0
H 1.4951 -2.6857 5.1964 -0.4 0.3 -0.3
H 1.6070 -1.6765 3.6763 -0.6 0.4 0.3
H 0.8222 -3.6468 2.3511 -0.8 0.1 0.7
H 0.2000 -4.8920 5.1296 0.0 0.7 1.2
H 1.1864 -5.5636 3.9045 0.2 0.2 -0.3
H -2.0565 -7.1782 3.9955 -0.9 -0.4 -0.5
H -1.6703 -6.0762 5.3673 -0.6 0.1 0.2
H -0.4970 -7.1962 4.8065 -0.2 -0.1 -0.3
C 7.9829 1.9089 -6.9143 2.0 -0.9 -0.3
C 6.5115 1.7059 -6.9202 -0.8 -0.9 -1.4
C 5.8011 2.1320 -5.6586 -0.7 0.3 0.7
O 4.5716 2.7167 -6.0752 -0.2 -0.5 0.7
C 3.6503 3.1181 -5.0490 0.0 0.7 -0.1
N 5.9010 2.4854 -8.1024 -0.5 -2.1 0.5
H 4.9226 2.6473 -7.8321 0.0 0.7 0.2
H 6.4484 3.3178 -8.2060 0.0 0.7 -0.7
H 5.8450 1.8537 -8.9134 0.7 0.8 0.0
H 8.6472 1.5646 -7.7794 -1.5 0.1 0.9
H 8.3359 1.3766 -6.0386 0.3 -0.3 0.2
H 8.3054 2.9188 -6.7261 -0.3 0.8 0.0
H 6.2031 0.6612 -7.0901 0.5 0.3 -0.3
H 6.4100 2.8800 -5.1768 0.2 0.4 0.6
H 5.6147 1.2800 -4.9660 0.4 0.4 -0.4
H 2.9940 3.7751 -5.6560 -0.1 -0.4 1.0
H 4.1656 3.7134 -4.2569 -0.3 -0.4 -0.6
H 3.1012 2.2877 -4.5384 0.5 0.4 -0.8
C 7.3404 -1.9845 0.8064 0.6 -1.0 -1.4
C 5.9965 -1.4335 1.0842 0.6 2.1 -1.3
C 6.1711 -0.0976 1.8412 -1.2 -1.3 0.4
O 4.8199 0.1393 2.1240 -1.0 1.4 0.7
C 4.5349 1.1456 3.1126 1.3 -0.5 -0.1
N 5.2922 -1.0160 -0.2755 4.8 3.4 1.7
H 5.0419 0.0126 -0.1968 -0.8 -1.7 0.1
H 5.9739 -0.9492 -1.0654 -0.1 -0.3 0.6
H 4.6256 -1.5689 -0.6849 -3.1 -1.5 -1.0
H 7.9809 -1.1995 0.4059 0.2 0.1 0.2
H 7.3049 -2.7408 0.0313 -0.1 -0.3 -0.3
H 7.8378 -2.4978 1.6128 -0.1 0.2 0.7
H 5.2838 -2.0468 1.5943 -0.2 -0.4 0.3
H 6.6277 0.7165 1.2404 0.0 -0.4 0.2
H 6.7564 -0.3042 2.7603 -0.1 0.3 -0.4
H 5.0496 0.8177 4.0237 -0.1 0.5 0.1
H 3.4886 1.2151 3.2915 -0.9 -0.5 0.0
H 4.8173 2.1484 2.8009 0.5 0.0 -0.1
C -6.0035 0.2542 5.8931 0.3 0.5 0.7
C -4.8208 -0.6153 5.4755 -1.2 -0.3 0.8
C -5.4132 -1.9662 5.0379 1.3 -0.8 -1.8
O -4.3917 -2.6161 4.2528 0.9 1.3 1.5
C -4.7821 -3.5688 3.3242 0.6 -1.5 1.8
N -3.9351 0.1156 4.5152 0.0 -0.6 -0.2
H -2.9069 -0.3127 4.3049 -0.3 0.3 0.8
H -4.3228 0.2409 3.5961 -0.8 0.0 -0.4
H -3.6927 1.0535 4.8496 0.0 -0.1 0.2
H -6.5188 0.6887 5.0402 0.0 0.0 -0.2
H -5.6310 1.0682 6.5386 -0.4 -0.2 -0.2
H -6.7573 -0.3232 6.4501 0.4 0.2 -0.1
H -4.2184 -0.8314 6.3692 0.1 0.2 -0.4
H -6.2536 -1.9633 4.3381 -0.5 0.9 0.4
H -5.7077 -2.5605 5.9238 0.3 0.3 -0.3
H -3.8322 -3.9884 3.0161 0.0 -0.3 -0.7
H -5.3156 -3.1199 2.5330 -0.9 0.2 -1.1
H -5.2978 -4.3914 3.8604 -0.3 0.3 -0.7
O 3.1644 -0.8433 -4.2646 1.8 0.1 2.1
C 4.1769 -0.8110 -3.1655 -2.6 0.0 1.4
O 5.3629 -0.4359 -3.2616 -1.8 -0.6 -0.8
O 3.5019 -1.1238 -2.1268 1.5 0.2 -0.9
H 3.6825 -0.7918 -5.0345 0.9 0.2 -2.1
O 0.3833 0.4090 5.2119 -0.3 0.4 0.6
C -0.9006 0.5474 4.8162 -0.5 1.3 -0.7
O -1.3828 1.6909 4.8538 -0.3 0.3 0.2
O -1.5395 -0.4465 4.3563 1.2 -1.3 0.4
H 0.5411 1.2862 5.6495 0.2 -1.1 -0.5
O 3.5393 4.3915 -0.2551 0.3 -2.0 -0.2
C 3.6838 3.0113 -0.3718 -1.1 1.9 -1.2
O 3.4737 2.6663 -1.7019 0.8 3.3 1.7
O 3.8893 2.3107 0.5634 0.2 -0.3 -0.6
H 3.2417 4.7342 -1.1085 0.1 0.0 0.0
O -0.7266 3.6893 -3.4542 -0.4 0.2 -0.9
C -1.5293 2.8902 -2.7623 4.3 -2.3 1.9
O -2.7426 2.9917 -3.0852 -2.2 0.3 0.0
O -1.1238 2.0679 -1.8871 -0.5 2.4 -2.1
H -1.2915 4.0662 -4.1817 0.9 -0.1 0.8
```
Positions in Å, forces in eV/Å.